Record 1
Molecular formula: C32H59ClN3O14P2
Method: DFT, ωB97M-V with the def2-TZVPD basis set

Computed properties:
charge	+1
max |F|	3.19	eV/Å
HOMO-LUMO gap	7.919	eV

Each line ends with the Mulliken charge.
Cartesian coordinates (Å):
C 1.332 2.644 2.128  -1.805
C 1.123 1.127 2.086  -0.107
C -0.333 0.793 1.701  -0.727
C -0.593 -0.153 0.518  0.163
C -2.042 0.159 0.047  -1.055
C -3.098 0.092 1.166  -1.456
C -3.657 1.433 1.599  -0.109
C -4.459 1.220 2.869  -1.160
O -3.574 0.705 3.890  -0.189
C -3.424 1.525 4.965  0.022
O -2.314 1.854 5.358  -0.466
C 0.274 0.040 -0.735  -0.562
C 0.733 1.446 -1.018  0.257
C 1.240 1.528 -2.474  -0.477
O 2.592 1.088 -2.533  -0.684
C 1.168 2.962 -2.972  -0.574
N 1.656 2.983 -4.364  -0.538
O 1.343 -0.868 -0.813  0.434
C 0.894 -2.206 -1.087  1.354
C 2.038 -3.167 -0.724  -2.192
C 3.414 -2.514 -0.735  0.274
C 4.487 -3.585 -0.515  -1.133
C 4.661 -3.863 0.981  -0.581
N 5.553 -2.887 1.616  -0.291
C 4.833 -1.848 2.295  0.480
C 5.020 -0.435 1.798  -0.618
O 4.069 -2.073 3.211  -0.567
P 0.655 -2.393 -2.960  -0.105
O 1.843 -1.484 -3.576  -0.449
O -0.783 -1.687 -3.275  -0.184
C -0.430 -2.491 -0.331  -1.236
P -0.803 -4.328 0.004  0.104
O -2.107 -4.273 1.018  -0.555
Cl -1.584 -4.870 -1.796  -0.099
N -0.543 -1.626 0.891  1.406
C 0.510 -1.978 1.892  0.294
C 0.003 -1.922 3.339  -1.777
O 0.935 -1.249 4.152  0.071
C 1.048 -1.712 5.435  0.054
O 1.845 -1.213 6.207  -0.463
H 2.338 2.898 2.440  0.470
H 1.068 3.110 1.188  0.216
H 0.661 3.031 2.893  0.481
H 1.357 0.784 3.086  0.628
H 1.865 0.674 1.433  -0.857
H -0.820 1.728 1.459  0.579
H -0.842 0.458 2.599  0.367
H -1.982 1.195 -0.276  0.582
H -2.316 -0.405 -0.840  0.336
H -2.710 -0.452 2.025  0.047
H -3.939 -0.490 0.795  0.746
H -4.341 1.862 0.873  0.504
H -2.889 2.159 1.849  0.130
H -5.230 0.470 2.714  0.333
H -4.931 2.135 3.215  0.635
H -4.316 1.848 5.516  0.429
H -0.383 -0.170 -1.584  0.523
H -0.095 2.136 -0.931  -0.567
H 1.570 1.733 -0.392  0.590
H 0.658 0.872 -3.112  0.289
H 3.085 1.475 -1.809  0.428
H 1.845 3.592 -2.407  0.225
H 0.174 3.392 -2.879  0.380
H 0.940 3.295 -5.000  0.240
H 2.456 3.584 -4.458  0.242
H 2.074 -3.925 -1.506  0.682
H 1.860 -3.707 0.199  0.878
H 3.482 -1.716 -0.004  -0.210
H 3.601 -2.082 -1.711  0.106
H 4.178 -4.510 -0.997  0.484
H 5.426 -3.305 -0.976  0.506
H 3.661 -3.833 1.416  0.245
H 5.024 -4.874 1.121  0.438
H 6.164 -3.367 2.261  0.321
H 5.381 -0.455 0.777  0.346
H 4.040 0.029 1.774  -0.162
H 5.692 0.121 2.439  0.413
H 2.256 -0.864 -2.944  0.431
H -1.289 -2.363 -3.790  0.346
H -1.224 -2.160 -1.002  0.897
H -1.942 -3.769 1.819  0.401
H -1.435 -1.887 1.313  0.575
H 1.412 -1.398 1.763  -0.404
H 0.846 -2.999 1.761  0.914
H -0.138 -2.935 3.711  0.662
H -0.988 -1.460 3.369  0.229
H 0.396 -2.543 5.739  0.403
O -1.104 3.923 -0.180  -0.502
C -0.420 4.910 -0.147  0.482
O 0.870 4.915 -0.550  -0.236
C 1.459 6.209 -0.290  -0.478
C 0.285 7.172 -0.207  -0.586
C -0.814 6.279 0.364  -0.622
H 2.018 6.151 0.645  0.287
H 2.147 6.454 -1.096  0.307
H 0.497 8.055 0.390  0.362
H 0.005 7.503 -1.208  0.278
H -0.802 6.259 1.456  0.294
H -1.803 6.552 0.008  0.349
O -2.437 -3.461 -4.242  -0.732
C -3.546 -3.016 -4.410  0.574
O -4.478 -3.673 -5.099  -0.409
C -5.665 -2.863 -5.232  -0.469
C -5.587 -1.862 -4.089  -0.670
C -4.077 -1.677 -3.940  0.178
H -5.644 -2.383 -6.211  0.276
H -6.540 -3.504 -5.175  0.350
H -6.132 -0.942 -4.285  0.361
H -5.994 -2.307 -3.180  0.288
H -3.688 -0.897 -4.597  0.385
H -3.777 -1.482 -2.914  -0.290


Record 2
Molecular formula: H8KO4
Method: DFT, ωB97M-V with the def2-TZVPD basis set

Computed properties:
energy above the lowest of the compared OMol25 structures with the same formula, charge and spin	3.1	kcal per mole
charge	+1
max |F|	0.27	eV/Å
HOMO-LUMO gap	12.214	eV

Each line ends with the Mulliken charge.
Cartesian coordinates (Å):
K 0.280 -0.642 0.690  0.884
O -2.238 -0.897 2.050  -0.610
H -2.903 -0.263 1.747  0.322
H -2.737 -1.680 2.315  0.312
O -0.417 0.693 -1.630  -0.564
H 0.473 1.055 -1.737  0.327
H -0.985 1.291 -2.133  0.273
O 1.129 -2.009 -1.508  -0.610
H 0.454 -2.600 -1.868  0.326
H 1.562 -1.629 -2.283  0.305
O 1.644 1.871 1.393  -0.577
H 2.559 2.150 1.261  0.305
H 1.181 2.660 1.702  0.308


Record 3
Molecular formula: H8I2O4Zn
Method: DFT, ωB97M-V with the def2-TZVPD basis set

Computed properties:
charge	0
max |F|	0.50	eV/Å
HOMO-LUMO gap	2.102	eV

Each line ends with the Mulliken charge.
Cartesian coordinates (Å):
Zn -0.158 -0.038 -0.080  0.516
I -4.521 -1.017 -2.209  -0.259
I 4.425 1.227 1.905  -0.290
O 0.766 2.720 -2.437  -0.612
H 0.168 3.438 -2.646  0.309
H 1.636 3.066 -2.638  0.311
O 1.369 -2.630 -2.102  -0.605
H 1.352 -3.561 -1.879  0.306
H 1.933 -2.579 -2.874  0.309
O -1.613 2.748 2.162  -0.613
H -1.348 2.720 3.081  0.312
H -2.392 3.305 2.154  0.309
O -0.612 -2.819 2.300  -0.613
H -1.222 -3.288 2.870  0.306
H 0.215 -3.293 2.393  0.313